Computed, not measured: a 2-piece molecular cluster, C3H7O3 overall, with ωB97M-V/def2-TZVPD.

Element x y z (Å)
O: 2.509 1.044 -0.578
H: 3.359 0.754 -0.945
H: 1.992 0.225 -0.502
C: 0.199 -0.840 -0.863
O: 0.167 -1.473 -1.847
C: -0.990 -0.076 -0.070
C: -0.993 -0.465 1.380
O: -0.700 1.305 -0.172
H: -1.939 -0.390 -0.549
H: -1.081 -1.559 1.487
H: -0.071 -0.104 1.861
H: -1.829 0.020 1.904
H: -0.622 1.560 -1.107

Calculated total energy   -344.15382 Ha
Energy relative to the best compared isomer or geometry (same formula, charge and spin)   11.3 kcal/mol
E_HOMO (alpha / beta)   -8.2 / -11.2 eV
Kohn-Sham gap (alpha / beta)   9.04 / 10.68 eV
<S²>   0.753
2S+1   2
Net charge   0

Okay, here come the natural (NBO) numbers, in e, for every atom:
1. O -0.9457
2. H 0.4651
3. H 0.4590
4. C 0.4513
5. O -0.4623
6. C 0.0093
7. C -0.6363
8. O -0.6894
9. H 0.1824
10. H 0.2214
11. H 0.2319
12. H 0.2312
13. H 0.4821

=====

Computed, not measured: an isolated ion of composition C3H7O3PS and charge -2 in a non-equilibrium geometry, with ωB97M-V/def2-TZVPD.

Element x y z (Å)
C: 0.245 -1.372 -1.841
S: 1.332 0.023 -1.464
C: 0.392 0.759 0.261
C: 0.902 -0.024 1.417
P: -1.505 1.056 0.497
O: -2.040 -0.343 0.524
O: -1.803 1.847 -0.743
O: -1.401 1.836 1.825
H: -0.567 -1.080 -2.467
H: -0.119 -1.722 -0.881
H: 0.917 -2.038 -2.403
H: 0.693 1.859 0.262
H: 0.543 -1.014 1.221
H: 2.015 -0.124 1.460
H: 0.397 0.339 2.332

Calculated total energy   -1083.79827 Ha
Energy relative to the best compared isomer or geometry (same formula, charge and spin)   26.4 kcal/mol
SMILES string   CS[C@H](C)P(=O)([O-])[O-]
E_HOMO   0.4 eV
Kohn-Sham gap   5.22 eV
2S+1   1
Net charge   -2

Okay, here come the natural (NBO) numbers, in e, for every atom:
1. C -0.7371
2. S -0.0657
3. C -0.5627
4. C -0.6886
5. P 2.3916
6. O -1.2632
7. O -1.2520
8. O -1.2445
9. H 0.2056
10. H 0.2437
11. H 0.1717
12. H 0.2011
13. H 0.1982
14. H 0.1483
15. H 0.2535

=====

Computed, not measured: a 2-piece molecular cluster, C3H7O3S overall in a non-equilibrium geometry, with ωB97M-V/def2-TZVPD.

Element x y z (Å)
O: 2.226 -1.677 -1.515
C: 1.877 -1.294 -0.395
O: 2.331 -1.453 0.724
C: 0.543 -0.406 -0.283
C: -0.727 -1.175 -0.098
S: -2.175 0.014 0.503
H: 0.614 0.426 -1.064
H: 0.969 0.113 0.680
H: -0.465 -2.085 0.300
H: -1.005 -1.623 -1.105
H: -1.705 -0.061 1.774
H: -0.532 2.569 -0.355
H: -1.048 3.168 0.849
O: -0.904 3.486 -0.015

Calculated total energy   -742.43095 Ha
Energy relative to the best compared isomer or geometry (same formula, charge and spin)   34.0 kcal/mol
E_HOMO   -4.1 eV
Kohn-Sham gap   7.13 eV
2S+1   1
Net charge   -1

Okay, here come the natural (NBO) numbers, in e, for every atom:
1. O -0.7719
2. C 0.7792
3. O -0.7758
4. C -0.5809
5. C -0.4528
6. S -0.1587
7. H 0.1822
8. H 0.2187
9. H 0.2258
10. H 0.2094
11. H 0.1275
12. H 0.4836
13. H 0.4588
14. O -0.9451

=====

Computed, not measured: C3H7O3Y as an isolated structure in a non-equilibrium geometry, with ωB97M-V/def2-TZVPD.

Element x y z (Å)
O: 1.788 0.386 -0.036
C: 1.690 1.768 -0.100
C: 0.414 2.267 0.572
O: -0.659 1.430 0.096
C: -1.950 1.848 0.227
H: 1.692 2.132 -1.148
H: 2.534 2.275 0.407
H: 0.189 3.313 0.321
H: 0.459 2.129 1.663
H: -2.128 2.624 0.973
H: -2.623 1.296 -0.427
Y: 0.114 -0.725 -0.287
O: -1.631 -1.842 -0.473
H: -2.547 -1.457 -0.429

Calculated total energy   -382.28055 Ha
Energy relative to the best compared isomer or geometry (same formula, charge and spin)   0.0 kcal/mol
E_HOMO (alpha / beta)   -12.5 / -14.3 eV
Kohn-Sham gap (alpha / beta)   7.33 / 9.16 eV
<S²>   0.753
2S+1   2
Net charge   +1

Okay, here come the natural (NBO) numbers, in e, for every atom:
1. O -0.9718
2. C -0.0935
3. C -0.1046
4. O -0.6418
5. C -0.0570
6. H 0.1764
7. H 0.2105
8. H 0.2232
9. H 0.1986
10. H 0.1993
11. H 0.1890
12. Y 2.4271
13. O -1.2519
14. H 0.4966

=====

Computed, not measured: one molecule with the formula C3H7O4P in a non-equilibrium geometry, with ωB97M-V/def2-TZVPD.

Element x y z (Å)
O: 1.650 1.548 -0.456
C: 1.222 0.532 0.035
C: 2.059 -0.602 0.458
O: 3.321 -0.716 -0.103
P: -0.681 0.383 0.472
O: -1.024 1.845 -0.223
C: -2.333 -0.714 -0.407
O: -3.425 -0.484 0.361
H: 2.047 -0.711 1.598
H: 1.574 -1.609 0.183
H: 3.981 0.001 0.092
H: -0.114 2.145 -0.371
H: -2.446 -0.259 -1.432
H: -1.938 -1.724 -0.259
H: -3.892 0.365 0.052

Calculated total energy   -760.74088 Ha
Energy relative to the best compared isomer or geometry (same formula, charge and spin)   61.4 kcal/mol
SMILES string   O=C(CO)P(O)CO
E_HOMO   -7.9 eV
Kohn-Sham gap   7.93 eV
2S+1   1
Net charge   0

Okay, here come the natural (NBO) numbers, in e, for every atom:
1. O -0.5596
2. C 0.3082
3. C -0.1810
4. O -0.7110
5. P 0.7217
6. O -0.9887
7. C -0.1760
8. O -0.6865
9. H 0.2074
10. H 0.2111
11. H 0.4887
12. H 0.4954
13. H 0.1904
14. H 0.1918
15. H 0.4882

=====

Computed, not measured: C3H7O4PS as an isolated structure in a non-equilibrium geometry, with ωB97M-V/def2-TZVPD.

Element x y z (Å)
C: 1.036 -1.501 -0.842
C: 0.205 -0.340 -1.285
C: -0.706 1.657 1.328
O: 1.236 2.233 -1.226
O: 2.323 -0.827 1.648
O: 3.796 0.559 0.267
O: 2.354 -1.239 -0.838
P: 0.914 1.165 -0.322
S: 2.586 -0.127 0.403
H: 0.675 -1.593 0.308
H: 0.849 -2.444 -1.510
H: 0.557 -0.201 -2.257
H: -0.833 -0.450 -1.225
H: -0.383 1.587 2.388
H: -1.134 2.564 0.939
H: -1.343 0.782 1.231

Calculated total energy   -1158.91288 Ha
Energy relative to the best compared isomer or geometry (same formula, charge and spin)   56.8 kcal/mol
E_HOMO   -10.4 eV
Kohn-Sham gap   9.91 eV
2S+1   1
Net charge   0

Okay, here come the natural (NBO) numbers, in e, for every atom:
1. C -0.1038
2. C -0.7418
3. C -0.7248
4. O -1.0364
5. O -0.9064
6. O -0.8794
7. O -0.6700
8. P 1.4789
9. S 2.0333
10. H 0.1811
11. H 0.2209
12. H 0.2392
13. H 0.2434
14. H 0.2350
15. H 0.2249
16. H 0.2058

=====

Computed, not measured: one molecule with the formula C3H7OPS in a non-equilibrium geometry, with ωB97M-V/def2-TZVPD.

Element x y z (Å)
C: 2.092 1.290 1.158
P: 1.266 1.049 -0.527
S: 0.381 -1.155 -0.348
C: -1.240 -0.462 -0.194
C: -2.311 -1.261 -0.737
O: -1.394 0.640 0.337
H: 1.352 1.487 1.942
H: 2.687 2.141 1.020
H: 2.823 0.341 1.236
H: 2.347 0.392 -1.053
H: -2.658 -0.964 -1.846
H: -3.269 -1.119 -0.218
H: -2.076 -2.379 -0.768

Calculated total energy   -933.25083 Ha
Energy relative to the best compared isomer or geometry (same formula, charge and spin)   25.8 kcal/mol
SMILES string   CPSC(C)=O
E_HOMO   -9.4 eV
Kohn-Sham gap   9.42 eV
2S+1   1
Net charge   0

Okay, here come the natural (NBO) numbers, in e, for every atom:
1. C -0.9232
2. P 0.5784
3. S -0.1180
4. C 0.3919
5. C -0.7354
6. O -0.5729
7. H 0.2485
8. H 0.2221
9. H 0.2374
10. H -0.0761
11. H 0.2626
12. H 0.2465
13. H 0.2382

=====

Computed, not measured: a 2-piece molecular cluster, C3H7OS overall in a non-equilibrium geometry, with ωB97M-V/def2-TZVPD.

Element x y z (Å)
C: -0.068 -1.471 1.426
S: 1.561 -1.145 0.725
H: 0.126 -1.884 2.397
H: -0.611 -0.547 1.735
H: -0.622 -2.142 0.626
O: -2.219 0.964 -0.828
C: -0.897 0.915 -0.752
C: -0.051 1.996 -1.387
H: -0.468 -0.109 -0.794
H: 0.668 2.380 -0.644
H: -0.792 2.701 -1.780
H: 0.563 1.574 -2.240

Calculated total energy   -591.89727 Ha
Energy relative to the best compared isomer or geometry (same formula, charge and spin)   44.6 kcal/mol
E_HOMO   -2.3 eV
Kohn-Sham gap   6.14 eV
2S+1   1
Net charge   -1

Okay, here come the natural (NBO) numbers, in e, for every atom:
1. C -0.7717
2. S -0.7417
3. H 0.1887
4. H 0.1696
5. H 0.1836
6. O -0.5965
7. C 0.4106
8. C -0.7277
9. H 0.1866
10. H 0.2454
11. H 0.2163
12. H 0.2368

=====

Computed, not measured: a 2-piece molecular cluster, C3H7OS overall in a non-equilibrium geometry, with ωB97M-V/def2-TZVPD.

Element x y z (Å)
C: 1.080 1.761 2.578
S: 0.696 1.259 0.804
H: 0.867 2.909 3.008
H: 1.946 1.232 2.968
H: 0.344 1.229 3.250
C: -1.330 -2.559 -2.046
C: -1.195 -1.383 -1.321
O: -0.110 -0.595 -1.468
H: -2.282 -2.846 -2.458
H: -0.593 -3.377 -2.104
H: -1.922 -1.235 -0.535
H: 0.042 -0.201 -0.510

Calculated total energy   -591.86048 Ha
Energy relative to the best compared isomer or geometry (same formula, charge and spin)   67.6 kcal/mol
E_HOMO   -2.9 eV
Kohn-Sham gap   7.05 eV
2S+1   1
Net charge   -1

Okay, here come the natural (NBO) numbers, in e, for every atom:
1. C -0.7390
2. S -0.7065
3. H 0.1724
4. H 0.1843
5. H 0.1739
6. C -0.6459
7. C 0.2078
8. O -0.6868
9. H 0.1777
10. H 0.1958
11. H 0.1593
12. H 0.5070

=====

Computed, not measured: a 2-piece molecular cluster, C3H7OS overall, with ωB97M-V/def2-TZVPD.

Element x y z (Å)
C: -1.316 -0.391 -1.943
S: -2.319 0.531 -0.736
H: -1.454 -0.001 -2.957
H: -0.237 -0.358 -1.754
H: -1.565 -1.454 -1.970
O: 2.778 0.550 1.287
C: 1.687 0.262 0.853
C: 0.448 0.215 1.687
H: 1.542 0.014 -0.215
H: 0.457 -0.678 2.318
H: -0.463 0.225 1.083
H: 0.443 1.086 2.347

Calculated total energy   -591.94253 Ha
Energy relative to the best compared isomer or geometry (same formula, charge and spin)   16.2 kcal/mol
E_HOMO   -2.4 eV
Kohn-Sham gap   6.33 eV
2S+1   1
Net charge   -1

Okay, here come the natural (NBO) numbers, in e, for every atom:
1. C -0.7376
2. S -0.7235
3. H 0.1725
4. H 0.1534
5. H 0.1680
6. O -0.5691
7. C 0.4577
8. C -0.7634
9. H 0.1087
10. H 0.2209
11. H 0.2921
12. H 0.2203

=====

> net charge of number 4 (C3H7O3Y)?

+1

=====

> The highest calculated total energy belongs to which entry?

C3H7O3